# 1
83
Properties=species:S:1:pos:R:3:forces:R:3:lowdin_charge:R:1 method="wB97M-V/def2-TZVPD" total_charge=-1 multiplicity=1
C 4.641677 2.633123 0.630454 0.1 0.3 -1.0 -0.23
C 3.446595 2.154892 -0.437428 0.4 0.3 0.9 -0.28
C 4.033919 1.935159 -1.952389 -0.9 0.0 -0.7 -0.20
C 3.639416 0.468136 -2.623266 -0.7 0.6 1.0 -0.18
C 4.740901 -0.717985 -2.279934 -1.4 -0.5 -0.5 -0.44
C 4.051380 -2.195143 -1.992960 -0.2 0.3 0.4 -0.20
C 3.233245 -2.091224 -0.537844 0.9 -0.5 -0.4 -0.12
C 1.747553 -2.779843 -0.601436 1.3 -0.7 1.1 -0.26
N 0.619167 -1.932031 -0.059726 -0.7 0.3 1.7 0.02
B 0.690109 -1.216729 1.306118 0.6 0.1 0.3 -0.61
N 0.553461 0.280673 1.510412 -1.7 -4.2 -3.1 -0.14
O 0.962982 -2.046582 2.531341 2.0 1.8 -2.2 -0.02
C -0.599117 -1.771664 -0.730561 -2.2 1.0 -2.8 -0.39
N -0.901409 -2.426241 -2.082996 -0.2 0.0 2.8 0.06
N -1.761846 -0.941141 -0.147699 2.7 -0.7 -2.2 -0.08
C -1.707615 0.363254 -0.958194 -0.5 1.5 -1.3 -0.17
C -2.960225 1.361944 -0.565548 0.3 -1.1 2.3 -0.25
C -2.983155 1.644449 1.065491 0.6 -0.1 -0.1 -0.06
F -2.758913 2.702691 -1.216305 -0.6 -2.4 1.2 -0.46
H 4.976498 1.727489 1.332402 -0.4 2.0 -1.6 0.01
H 5.583188 2.966223 -0.007543 -1.9 -0.6 1.5 0.09
H 4.214589 3.524593 1.284386 1.3 -1.9 -1.5 0.06
H 2.576581 2.971536 -0.406179 1.9 -1.8 -0.3 0.11
H 2.979765 1.186676 0.044026 0.9 1.7 -1.4 0.03
H 5.193629 2.095196 -1.972963 -2.2 -0.3 0.0 0.12
H 3.510088 2.745476 -2.646756 1.3 -1.6 1.4 0.11
H 3.416181 0.590824 -3.770003 0.7 -0.4 2.2 0.11
H 2.610319 0.160969 -2.101817 2.0 0.5 -1.1 0.11
H 5.460165 -0.419356 -1.377093 -2.2 -0.2 -1.5 0.05
H 5.393562 -0.859968 -3.268845 -1.5 0.5 1.6 0.04
H 3.315806 -2.429722 -2.899019 1.4 0.5 1.9 0.12
H 4.864580 -3.063403 -1.917543 -1.8 2.1 -0.3 0.11
H 3.247938 -0.955662 -0.256624 -0.5 -2.2 -0.3 0.10
H 3.874288 -2.692850 0.264547 -1.4 1.5 -1.7 0.15
H 1.595714 -3.180341 -1.689950 0.1 2.5 2.0 0.03
H 1.798078 -3.746898 0.096765 0.3 2.6 -1.0 0.07
H 0.911515 0.815219 0.665549 -0.9 -1.0 1.3 0.03
H -0.456568 0.564781 1.691699 2.1 -0.5 -0.3 0.03
H 1.897006 -1.727599 2.797160 -2.1 -0.7 0.1 0.13
H -1.956252 -2.558366 -2.089807 1.3 0.2 -0.1 0.07
H -0.541444 -3.427073 -2.082618 -0.5 1.0 0.0 0.00
H -2.685827 -1.366354 -0.413113 0.6 -0.1 0.0 0.09
H -1.795385 0.133853 -2.123334 0.2 0.4 2.5 0.13
H -0.688609 0.919872 -0.812165 -2.1 -1.2 0.0 0.13
H -3.983871 0.855535 -0.874331 2.1 1.6 0.3 0.14
H -3.002497 0.595001 1.632265 -0.2 2.3 -1.3 0.09
H -3.891168 2.318330 1.394327 1.9 -1.5 -0.8 0.08
H -1.970521 2.173445 1.410687 -2.2 -1.0 -1.0 0.08
Cl 6.916129 -1.437877 -2.208325 3.1 -0.9 -0.1 0.35
Cl 0.916129 2.321307 2.444736 3.2 3.1 2.0 0.23
K 1.216129 -5.118693 -1.383264 0.3 -3.8 -1.2 0.89
Cl 3.016129 1.687189 2.504971 -3.3 0.4 1.0 0.32
Na -1.483871 -2.507042 1.633817 0.0 -0.1 0.2 0.50
C 4.431942 -7.638704 -3.089283 1.1 1.3 1.6 -0.90
O 5.680330 -7.717089 -2.993161 0.0 0.7 0.8 -0.06
O 3.984156 -8.427516 -4.055733 -0.7 -1.5 -1.8 0.04
O 3.591691 -6.968092 -2.448889 -0.7 0.7 0.5 -0.12
H 4.892528 -8.727203 -4.262715 -0.5 -0.6 -0.8 0.10
Mg -2.383871 3.773245 -2.987198 0.1 0.3 -0.6 0.35
F 8.202462 1.864181 0.999541 -0.7 -1.9 1.2 -0.26
Al 7.816086 0.320694 1.843318 0.5 -0.3 -1.0 0.14
F 7.938232 -1.047222 0.678288 -0.4 1.9 1.7 -0.28
F 6.142216 0.399872 2.502981 1.7 -0.1 -0.7 -0.27
F 8.981652 0.065986 3.192427 -2.2 1.0 -0.8 -0.18
F 10.516129 -0.977735 2.762061 0.8 -0.6 -0.4 -0.28
C -8.405270 1.923684 0.445734 -0.5 0.1 -1.0 -0.05
C -7.055314 1.462746 1.015000 0.2 0.9 -0.5 -0.43
C -7.132900 0.780743 2.376442 0.3 -0.5 0.9 -0.29
F -7.625742 1.599502 3.333555 0.4 -0.4 -0.3 0.09
F -5.894871 0.405393 2.795813 0.0 0.0 -0.4 0.08
F -6.196187 2.516827 1.037834 -0.3 -0.4 0.2 0.11
F -6.522832 0.571444 0.120706 -0.2 -0.2 0.4 0.09
O -8.726525 3.304243 0.636238 -0.1 -0.2 1.9 0.03
C -9.332529 3.622442 1.887817 -0.7 -1.1 -1.7 -0.48
C -8.477131 4.569878 2.737233 0.7 0.5 0.6 -0.26
F -7.264185 4.027849 3.020241 -0.5 0.2 -0.3 0.09
F -9.072479 4.829302 3.932799 -0.2 -0.3 -0.5 0.09
F -9.654668 2.477906 2.534736 -0.2 0.9 0.1 0.12
F -10.514386 4.223431 1.581329 0.7 0.1 0.4 0.14
H -8.337537 1.811283 -0.643449 0.2 0.2 0.2 0.15
H -9.232185 1.264795 0.736101 0.3 0.1 0.2 0.15
H -7.754472 -0.119459 2.334542 0.0 0.1 -0.2 0.18
H -8.310458 5.519526 2.222116 -0.2 -0.1 -0.2 0.18

# 2
63
Properties=species:S:1:pos:R:3:forces:R:3:lowdin_charge:R:1 method="wB97M-V/def2-TZVPD" total_charge=+1 multiplicity=1
C 4.528155 0.136684 -2.748360 -0.2 -0.4 0.1 -0.10
C 3.255097 0.112674 -1.867768 0.5 0.2 -0.4 -0.26
C 2.271918 1.200557 -2.277453 -0.1 -0.5 0.4 -0.55
Cl 3.083990 2.762731 -1.954059 0.1 0.2 -0.1 0.76
C 0.905648 1.177566 -1.505111 0.5 0.1 0.0 -0.31
F 1.105242 0.665886 -0.244845 -0.2 0.0 -0.1 0.07
C 0.406315 2.625247 -1.465142 -0.2 0.1 0.4 -0.50
O 0.259097 3.357008 -0.522933 0.3 -0.3 -0.4 0.14
N 0.081898 2.819816 -2.793861 -0.2 0.2 0.1 0.09
C -0.824898 1.731120 -3.152766 -0.3 0.1 0.1 -0.48
C -2.256964 2.135403 -2.739057 -0.3 0.2 -0.5 -0.20
C -2.746735 3.468725 -3.357083 0.1 0.0 0.5 -0.09
P -0.757430 1.492126 -5.012451 1.3 0.0 -0.7 0.45
S 0.976831 1.803791 -5.846034 -0.3 -0.1 0.3 0.19
C -0.267891 0.494145 -2.282925 0.3 0.3 -1.0 -0.24
C 0.035020 -0.742148 -3.118316 -0.1 -0.4 0.6 -0.16
C 0.474242 -1.985984 -2.324913 -0.4 0.1 0.0 -0.25
C 1.016226 -3.089834 -3.213999 -0.1 -0.2 0.2 -0.55
Cl 2.316777 -2.561953 -4.308428 0.1 0.1 0.0 0.62
O -1.402704 0.148228 -1.411465 0.4 -0.2 0.8 0.06
C -1.179212 -0.501334 -0.319803 0.1 -0.1 -0.1 -0.31
N -1.019111 -1.101336 0.654057 -0.3 0.2 -0.1 0.20
H 4.660703 -0.833787 -3.224357 0.0 0.0 -0.1 0.05
H 5.411955 0.307390 -2.140539 0.1 0.2 -0.1 0.07
H 4.471654 0.881236 -3.537430 0.1 0.1 0.0 0.07
H 3.546330 0.273300 -0.832568 -0.2 -0.2 0.1 0.11
H 2.803931 -0.862896 -1.987406 -0.2 -0.1 0.2 0.07
H 2.100953 1.158243 -3.349859 -0.1 0.2 -0.1 0.05
H -0.163591 3.757436 -3.076751 -0.2 0.0 0.1 0.15
H -2.275307 2.259516 -1.659038 0.0 -0.2 0.0 0.12
H -2.957567 1.345510 -3.012967 0.0 -0.1 0.2 0.12
H -2.036844 3.934604 -4.037191 0.0 0.0 -0.2 0.06
H -2.916566 4.196239 -2.564391 0.0 0.0 0.0 0.08
H -3.697548 3.331729 -3.863321 0.0 0.0 -0.2 0.08
H -1.264038 0.216037 -5.276930 -0.4 0.0 0.2 -0.01
H -1.747624 2.325535 -5.530723 -0.3 0.0 0.2 -0.01
H 0.774116 -0.504184 -3.880935 0.0 0.1 -0.1 0.06
H -0.909443 -1.022660 -3.588741 0.1 0.1 -0.3 0.12
H 1.142456 -1.742569 -1.504089 0.2 0.0 -0.1 0.10
H -0.412425 -2.417868 -1.852998 0.0 0.0 0.1 0.11
H 0.226610 -3.514689 -3.830976 0.0 0.1 -0.1 0.08
H 1.419652 -3.897930 -2.608427 0.0 0.0 0.0 0.08
C 0.490410 -1.966559 5.612878 0.0 -0.2 0.1 0.02
N -0.909072 -1.500949 5.892612 0.0 0.0 0.0 -0.37
C -1.087709 -1.441522 7.374297 -0.1 0.0 0.0 0.01
C -1.876352 -2.480916 5.322692 0.0 0.0 0.0 0.02
C -1.172697 -0.111128 5.355467 0.0 0.1 0.0 -0.10
C -1.142792 0.039327 3.855375 0.1 -0.1 -0.3 -0.24
O 0.142258 -0.290598 3.381721 0.0 0.2 0.0 -0.07
H 0.679746 -2.834309 6.241116 0.0 0.0 0.0 0.11
H 0.577836 -2.233550 4.568482 0.0 0.1 -0.1 0.10
H 1.180807 -1.165888 5.856727 0.0 0.0 0.0 0.12
H -0.922617 -2.433547 7.784388 0.0 0.0 0.0 0.11
H -2.098690 -1.109885 7.595534 0.0 0.0 0.0 0.11
H -0.364613 -0.741831 7.784145 0.0 0.0 0.0 0.12
H -1.704131 -2.570984 4.254854 0.0 0.0 0.0 0.11
H -2.887671 -2.132326 5.517204 0.0 0.0 0.0 0.12
H -1.712304 -3.442022 5.802646 0.0 0.0 0.0 0.12
H -0.429044 0.534717 5.820597 0.0 0.0 0.0 0.15
H -2.161662 0.167777 5.717645 0.0 0.0 0.0 0.14
H -1.386172 1.084488 3.640148 -0.1 0.0 0.1 0.14
H -1.908316 -0.579428 3.375326 0.0 0.0 0.0 0.11
H 0.151169 -0.161219 2.423153 0.0 -0.2 -0.1 0.06

# 3
67
Properties=species:S:1:pos:R:3:forces:R:3:lowdin_charge:R:1 method="wB97M-V/def2-TZVPD" multiplicity=1
C -1.820828 3.448928 -5.017735 -0.1 0.0 0.2 -0.12
C -1.438907 2.529636 -3.857163 0.0 -0.1 -0.3 -0.69
Cl -1.475346 3.496208 -2.328625 0.4 0.1 -0.1 0.72
C -2.376873 1.302879 -3.787015 -0.1 0.2 -0.1 -0.58
Cl -1.816639 0.166093 -5.064189 -0.1 0.1 0.1 0.74
C -2.564846 0.628721 -2.410791 -0.1 -0.1 0.0 -0.41
C -3.554844 1.392720 -1.482237 0.0 0.1 0.3 -0.13
C -4.478917 2.461622 -2.083761 -0.3 -0.1 -0.1 -0.20
C -4.966136 3.431959 -1.001292 0.1 -0.1 -0.1 -0.26
O -5.662292 4.546934 -1.542647 -0.3 -0.4 0.2 -0.06
O -3.183263 -0.661427 -2.705009 0.0 0.0 -0.1 -0.20
S -2.849850 -1.757448 -1.600309 -0.1 -0.9 0.0 0.62
O -4.010745 -2.010664 -0.791405 1.0 0.2 -0.7 -0.23
O -2.154870 -2.852756 -2.231929 -0.8 1.1 0.6 -0.23
O -1.848629 -0.850585 -0.770866 0.0 -0.1 0.0 -0.17
C -1.292697 0.218782 -1.610673 0.1 -0.2 0.2 -0.23
C -0.048176 -0.297557 -2.337013 0.1 -0.2 0.1 -0.13
C 1.251130 -0.052116 -1.555130 0.1 -0.1 0.1 -0.19
C 1.713851 1.399896 -1.358471 -0.1 -0.1 0.1 -0.18
C 2.285298 2.105034 -2.608413 0.0 0.1 0.1 -0.23
O 2.174325 1.253419 -3.754335 -0.3 -0.1 0.4 -0.08
H -1.984131 2.854919 -5.922227 0.1 0.1 0.1 0.07
H -2.750572 3.985764 -4.784091 0.2 -0.2 -0.1 0.08
H -1.039635 4.192434 -5.193023 -0.1 -0.1 0.0 0.08
H -0.404761 2.185122 -3.969241 -0.2 0.0 0.2 0.08
H -3.366235 1.605423 -4.142323 0.2 -0.1 0.2 0.10
H -2.976870 1.840256 -0.662416 -0.1 -0.1 -0.2 0.11
H -4.185836 0.619865 -1.024380 0.2 0.2 0.0 0.13
H -5.349260 1.986240 -2.558791 0.2 0.1 0.0 0.13
H -3.985544 3.065928 -2.854175 -0.1 -0.1 0.2 0.06
H -5.676551 2.942710 -0.328195 0.2 0.0 0.0 0.13
H -4.101283 3.772333 -0.410801 -0.1 -0.1 0.0 0.11
H -5.027514 5.104793 -1.981584 0.3 0.3 -0.3 0.07
H -1.017295 0.964958 -0.862825 -0.2 0.2 -0.3 0.14
H 0.041173 0.083533 -3.352969 0.0 0.1 0.2 0.06
H -0.167537 -1.386767 -2.416238 0.0 0.3 -0.2 0.12
H 1.151464 -0.502655 -0.555263 0.0 0.1 -0.2 0.09
H 2.049919 -0.605545 -2.062356 -0.1 0.1 0.1 0.12
H 0.901921 1.999107 -0.923694 0.1 -0.1 -0.2 0.09
H 2.492608 1.369326 -0.587351 -0.1 0.1 -0.2 0.05
H 3.340908 2.361670 -2.436200 -0.2 -0.1 -0.1 0.11
H 1.751249 3.048556 -2.795992 0.0 -0.1 0.1 0.10
H 2.603733 1.683027 -4.489074 0.2 0.2 -0.3 0.08
Cl 3.032617 0.042402 1.655981 0.1 0.0 0.1 0.59
C 2.731315 -0.891891 3.150053 -0.1 0.0 0.0 -0.65
C 1.376819 -1.547726 3.126308 0.0 0.0 0.0 -0.66
Cl 0.045578 -0.357884 3.206356 0.0 0.0 0.0 0.53
H 2.831119 -0.209578 3.990182 0.0 0.0 0.0 0.07
H 3.507541 -1.651019 3.217952 0.0 0.0 0.0 0.02
H 1.263963 -2.193108 3.993816 0.1 0.0 0.0 -0.01
H 1.232675 -2.131862 2.220222 0.0 0.0 0.0 0.07
Cl 5.743965 -2.539567 4.542091 0.0 0.0 0.0 0.56
C 6.181340 -3.545117 3.133255 0.0 0.0 0.0 -0.66
C 7.548495 -4.162846 3.281817 0.0 0.0 0.0 -0.67
Cl 8.845871 -2.943553 3.212426 0.0 0.0 0.0 0.54
H 6.128162 -2.912432 2.250411 0.0 0.0 0.0 0.07
H 5.432597 -4.332068 3.057637 0.0 0.0 0.0 0.07
H 7.719791 -4.861183 2.464444 0.0 0.0 0.0 0.07
H 7.641521 -4.689743 4.227981 0.0 0.0 0.0 0.07
Cl 0.478967 -1.328158 7.126215 0.0 0.0 0.0 0.54
C -0.955728 -2.305256 6.718241 -0.1 0.0 0.0 -0.66
C -0.653332 -3.783444 6.744058 0.0 0.1 0.0 -0.64
Cl 0.466336 -4.229847 5.429336 0.0 -0.2 0.0 0.57
H -1.293730 -1.988761 5.733936 0.0 0.0 0.0 0.05
H -1.724539 -2.075608 7.453915 0.0 0.0 0.0 0.07
H -1.569719 -4.351012 6.593823 0.0 0.0 0.0 0.07
H -0.192325 -4.082013 7.681764 0.0 0.0 0.0 0.07

Result set for calculated total energy: -5309.4141 -2855.7744 -5237.4155 a.u., one per record in the order listed.
Result set for HOMO level: -3.964 -10.866 -10.439 eV, one per record in the order listed.